# 1
45
Properties=species:S:1:pos:R:3:forces:R:3 method="wB97M-V/def2-TZVPD" orbital_gap_ev="3.86 / 3.82" s_squared=2.113 energy_ha=-2876.532847 spin_multiplicity=3
C 0.6322 2.6741 0.3046 0.87 1.28 2.32
C 3.0416 2.0874 -2.4416 2.17 1.07 -0.39
H 1.1116 3.6913 0.3100 -0.41 -0.77 -0.21
H 1.2771 1.9593 0.8816 -0.73 0.20 -0.32
H -0.4149 2.7494 0.6547 0.83 -0.48 -0.42
H 3.1410 1.4987 -3.3744 -0.56 0.46 0.56
H 3.5138 3.1008 -2.5686 -0.40 -1.28 0.11
H 3.5898 1.5501 -1.6479 -0.21 0.14 0.10
C -1.7822 2.3454 -1.4538 -0.52 -0.56 -0.31
C -3.1124 2.0021 -1.7102 0.56 -0.16 -0.01
C -3.3861 0.7484 -2.2653 0.15 0.16 -0.03
C -2.3275 -0.1106 -2.5414 0.72 0.12 0.15
H -1.5044 3.3118 -1.0494 -0.18 -0.03 -0.11
H -3.8970 2.7095 -1.4782 0.00 -0.07 -0.01
H -4.4196 0.4480 -2.4847 0.56 0.15 0.10
H -2.5149 -1.0806 -3.0050 0.06 0.35 0.26
N -0.7700 1.5082 -1.6823 -0.63 -0.63 -0.04
C -1.0086 0.2839 -2.1987 -1.11 1.04 0.29
C 0.1736 -0.5729 -2.2541 1.47 -0.54 0.39
N 1.3461 -0.0362 -1.7988 -0.41 -0.25 0.05
C 2.3961 -0.8453 -1.5807 -0.68 -0.08 -0.53
C 1.2135 -2.7410 -2.4793 0.23 0.41 0.29
C 2.3838 -2.1943 -1.9328 -0.52 0.15 0.08
H 3.2684 -0.3917 -1.1182 -0.14 -0.16 -0.13
H 3.2639 -2.7904 -1.7253 -0.14 -0.03 -0.08
C 0.1012 -1.9146 -2.6139 -0.16 0.20 -0.01
H -0.8746 -2.2700 -2.9462 0.52 -0.23 0.06
H 1.1517 -3.8002 -2.7354 0.06 0.36 0.05
Ni 1.4095 2.0254 -1.4141 -1.54 -1.70 -1.16
I 0.9040 3.6741 -3.0989 0.03 0.71 -0.74
O 1.5356 -0.2557 3.8285 0.60 0.26 -0.53
C 0.3990 -0.8067 3.9778 -1.10 -0.81 -0.21
C -0.1627 -1.0587 5.2820 0.09 0.08 -0.39
C -1.3785 -1.6957 5.4359 0.25 0.14 -0.33
C -2.1151 -2.1167 4.3133 -0.17 -0.09 -0.51
C -1.6186 -1.8822 3.0260 -0.50 -0.18 0.77
C -0.4005 -1.2471 2.8321 0.76 0.57 0.48
C 0.0672 -0.9863 1.4429 -0.10 -0.22 1.28
O -0.6628 -1.1120 0.4742 0.36 0.08 -0.64
O 1.3529 -0.6107 1.3477 -0.26 0.24 -0.27
H 1.6644 -0.4239 2.3240 -0.14 -0.05 0.30
H 0.4260 -0.7326 6.1397 -0.15 -0.08 -0.18
H -1.7634 -1.8735 6.4422 0.06 0.02 -0.27
H -3.0750 -2.6208 4.4399 0.29 0.13 -0.02
H -2.1753 -2.1975 2.1423 0.08 0.08 0.25

# 2
45
Properties=species:S:1:pos:R:3:forces:R:3 method="wB97M-V/def2-TZVPD" orbital_gap_ev=8.41 smiles="O=C(Nc1cc(N2CCOCC2)ncn1)Nc1cccc2ccccc12" relative_energy_kcal_mol=0.0 energy_ha=-1159.747577
O 0.3580 0.8569 -0.2938 -0.06 0.23 -0.05
C 0.8343 -0.2349 -0.0826 -0.02 -0.20 0.02
N 0.0790 -1.3845 0.0477 0.04 -0.33 0.05
C -1.2978 -1.5211 -0.0323 -0.44 0.07 -0.03
C -2.1693 -0.4876 -0.3112 0.00 0.16 0.02
C -3.5369 -0.8118 -0.3487 0.40 -0.47 -0.05
N -4.5059 0.0793 -0.6564 -0.13 0.05 -0.05
C -4.3241 1.5114 -0.7110 -0.02 0.31 0.29
C -4.9390 2.1445 0.5456 0.26 0.05 -0.22
O -6.3009 1.8057 0.6691 -0.08 0.13 -0.01
C -6.4780 0.4064 0.7262 -0.02 -0.32 -0.23
C -5.9029 -0.2775 -0.5193 -0.40 -0.03 0.30
N -3.9387 -2.0769 -0.1200 -0.38 0.22 -0.03
C -3.0100 -2.9705 0.1283 0.11 -0.06 0.04
N -1.7091 -2.7790 0.1905 0.52 -0.09 0.05
N 2.1724 -0.5036 0.0574 0.32 -0.56 0.07
C 3.2541 0.3811 0.0026 -0.07 0.60 -0.04
C 3.0685 1.7423 -0.0715 -0.27 -0.24 0.01
C 4.1608 2.6151 -0.1063 0.47 -0.06 0.01
C 5.4377 2.1342 -0.0618 -0.15 0.26 -0.02
C 5.6729 0.7463 0.0109 -0.28 -0.12 0.01
C 6.9895 0.2407 0.0528 0.11 -0.18 0.01
C 7.2312 -1.1015 0.1147 0.13 0.22 -0.01
C 6.1555 -1.9987 0.1332 -0.26 -0.13 0.01
C 4.8673 -1.5401 0.0966 0.01 -0.19 0.01
C 4.5761 -0.1594 0.0392 0.20 0.22 -0.02
H 0.5278 -2.2678 0.2512 -0.06 0.14 -0.02
H -1.7863 0.4994 -0.4856 0.00 0.03 -0.01
H -4.8527 1.8874 -1.5946 0.10 0.02 0.05
H -3.2728 1.7765 -0.7891 -0.04 0.01 -0.05
H -4.3824 1.8021 1.4321 -0.02 0.04 -0.06
H -4.8989 3.2335 0.4914 0.08 -0.05 0.02
H -5.9820 0.0014 1.6216 -0.05 0.01 -0.05
H -7.5533 0.2396 0.8013 0.06 -0.07 0.02
H -6.4389 0.0714 -1.4082 -0.01 -0.04 0.04
H -5.9772 -1.3604 -0.4353 -0.11 0.17 -0.06
H -3.3560 -3.9812 0.3076 -0.01 -0.09 0.01
H 2.4259 -1.4693 0.2011 -0.14 0.22 -0.03
H 2.0687 2.1392 -0.1048 -0.02 -0.03 0.01
H 3.9760 3.6772 -0.1643 0.01 0.09 0.00
H 6.2849 2.8037 -0.0833 0.08 0.07 0.00
H 7.8083 0.9455 0.0332 0.08 0.06 0.00
H 8.2422 -1.4793 0.1462 0.09 0.01 0.00
H 6.3485 -3.0606 0.1752 -0.03 -0.08 0.00
H 4.0733 -2.2749 0.1043 0.00 -0.07 -0.01

# 3
44
Properties=species:S:1:pos:R:3:forces:R:3 method="wB97M-V/def2-TZVPD" orbital_gap_ev=8.79 smiles="O=C(COc1ccc(OCc2ccccc2)cc1)N[C@H]1CCOC1=O" relative_energy_kcal_mol=8.9 energy_ha=-1166.391609
O 3.7114 -3.3039 -0.5536 0.37 0.05 -0.02
C 2.6193 -3.3856 -0.0367 -0.35 -0.10 0.26
C 2.4099 -3.3609 1.4787 0.33 0.00 0.07
O 1.1228 -2.9503 1.8639 -0.20 0.01 -0.01
C 0.7744 -1.6314 1.6484 -0.24 0.17 0.13
C 1.5777 -0.6896 1.0177 0.05 -0.23 0.09
C 1.1179 0.6004 0.8493 -0.28 0.20 0.07
C -0.1460 0.9802 1.2957 0.25 -0.26 0.01
O -0.4858 2.2801 1.0810 0.07 0.13 -0.09
C -1.7727 2.7141 1.4623 -0.29 -0.04 0.20
C -1.9248 4.1773 1.1368 0.08 -0.13 -0.05
C -3.1753 4.6953 0.8267 0.08 -0.10 0.05
C -3.3266 6.0439 0.5578 -0.08 0.07 0.00
C -2.2281 6.8861 0.5891 -0.03 0.09 -0.02
C -0.9787 6.3736 0.8930 0.04 0.05 0.02
C -0.8276 5.0265 1.1704 0.01 -0.07 0.01
C -0.9491 0.0318 1.9206 -0.09 0.27 -0.06
C -0.4873 -1.2591 2.0934 0.32 -0.25 -0.08
N 1.4720 -3.5527 -0.7312 -0.39 0.03 -0.15
C 1.4314 -3.4429 -2.1603 0.06 -0.21 -0.19
C 1.2403 -4.7546 -2.9297 -0.04 0.22 -0.09
C 0.5041 -4.2674 -4.1795 0.37 -0.45 -0.20
O -0.2402 -3.1213 -3.7752 -0.43 0.27 -0.22
C 0.2276 -2.6151 -2.6314 0.38 0.08 0.65
O -0.2572 -1.6836 -2.0622 -0.08 0.00 -0.10
H 3.1944 -2.7449 1.9347 -0.08 -0.05 -0.14
H 2.5153 -4.3839 1.8550 0.05 0.15 -0.08
H 2.5570 -0.9448 0.6447 0.12 -0.01 -0.03
H 1.7314 1.3381 0.3578 0.08 0.09 -0.07
H -2.5438 2.1323 0.9377 0.09 0.05 0.09
H -1.9135 2.5729 2.5473 0.03 -0.07 -0.18
H -4.0342 4.0397 0.7962 -0.09 -0.08 -0.03
H -4.3038 6.4373 0.3185 -0.07 0.03 -0.02
H -2.3462 7.9380 0.3746 -0.01 0.08 -0.02
H -0.1181 7.0260 0.9165 0.07 0.05 0.00
H 0.1440 4.6206 1.4047 0.10 -0.02 0.01
H -1.9366 0.2793 2.2758 -0.08 0.06 0.02
H -1.1045 -1.9997 2.5774 -0.07 -0.08 0.06
H 0.5975 -3.5176 -0.2257 0.12 0.08 0.03
H 2.3585 -2.9425 -2.4729 -0.21 -0.05 -0.02
H 2.1777 -5.2497 -3.1661 0.02 -0.05 0.02
H 0.6137 -5.4335 -2.3490 0.01 0.02 0.00
H -0.2023 -4.9924 -4.5861 0.10 0.09 0.03
H 1.2040 -3.9659 -4.9664 -0.10 -0.04 0.06

# 4
51
Properties=species:S:1:pos:R:3:forces:R:3 method="wB97M-V/def2-TZVPD" orbital_gap_ev=8.82 relative_energy_kcal_mol=33.7 energy_ha=-2108.785400 charge=-1
Be -1.4813 -0.5955 -0.5505 1.59 -0.55 -0.72
O -0.0813 -1.7556 -0.9491 -0.25 0.05 -0.11
C 0.6464 -1.9766 0.2834 -0.02 -0.05 0.39
C -0.4438 -1.8500 1.4011 0.26 -0.10 -0.42
O -0.3170 -2.4258 2.4500 -0.05 0.11 0.13
O -1.3759 -1.0356 1.0264 0.47 0.05 0.00
C 1.6783 -0.8689 0.4395 0.09 0.02 -0.10
C 2.7556 -0.8450 -0.4457 -0.01 -0.06 0.03
C 3.6904 0.1747 -0.3977 0.04 0.03 -0.03
C 3.5600 1.1885 0.5415 -0.03 -0.01 0.00
C 2.4944 1.1679 1.4268 0.02 0.04 0.02
C 1.5552 0.1477 1.3768 -0.06 -0.06 0.04
C 1.2538 -3.3638 0.3043 0.01 -0.05 -0.09
C 2.3279 -3.6514 1.1404 -0.02 0.03 -0.01
C 2.8589 -4.9303 1.1854 0.00 -0.02 0.02
C 2.3193 -5.9395 0.4008 -0.03 -0.03 -0.03
C 1.2365 -5.6628 -0.4195 -0.02 -0.03 0.01
C 0.7029 -4.3832 -0.4633 -0.02 0.09 -0.06
H 0.5213 -1.3920 -1.6123 -0.09 0.10 0.06
H 2.8751 -1.6479 -1.1668 0.01 -0.01 0.01
H 4.5245 0.1764 -1.0882 -0.02 0.00 -0.01
H 4.2838 1.9927 0.5785 0.00 -0.01 0.01
H 2.3839 1.9567 2.1599 -0.01 0.00 -0.01
H 0.7227 0.1535 2.0690 0.00 0.02 -0.03
H 2.7464 -2.8715 1.7625 0.00 0.02 0.00
H 3.6941 -5.1427 1.8411 0.00 0.02 0.00
H 2.7343 -6.9392 0.4331 0.01 0.01 0.01
H 0.7929 -6.4459 -1.0215 0.02 0.00 0.00
H -0.1487 -4.1678 -1.0954 0.01 -0.02 0.01
F -5.3463 -1.4306 0.0241 0.59 0.09 -0.04
Te -3.7425 -0.5584 0.5878 -5.50 1.05 2.43
F -4.8753 -0.0286 2.0343 0.34 -0.25 -0.33
F -2.7892 0.9044 1.3574 0.21 -0.89 -0.39
F -4.5715 0.9003 -0.3162 0.43 -0.39 0.01
F -3.6449 -2.1148 1.6770 0.68 0.61 -0.46
O -2.9297 -1.1319 -0.9084 1.16 0.07 -0.27
C -2.4998 4.4193 0.3353 0.12 -0.10 -0.09
Si -1.3441 4.0170 -1.0934 0.07 0.14 -0.09
C 0.3642 4.8025 -0.8609 -0.21 -0.05 0.06
C -2.0828 4.7812 -2.6586 0.06 -0.22 0.14
C -1.1528 2.2008 -1.2069 0.15 0.43 -0.12
C -1.0828 0.9916 -1.0780 -0.05 0.01 0.05
H -2.7144 5.4887 0.4053 0.05 0.01 -0.04
H -2.0916 4.0834 1.2901 0.02 -0.02 -0.02
H -3.4429 3.8884 0.1871 0.01 -0.02 0.00
H 0.2829 5.8870 -0.7474 -0.01 0.00 0.00
H 0.9966 4.6013 -1.7283 -0.02 -0.03 -0.01
H 0.8729 4.4052 0.0197 -0.03 -0.03 0.00
H -2.1494 5.8671 -2.5536 0.01 0.01 0.03
H -3.0891 4.3965 -2.8362 0.01 -0.01 0.00
H -1.4778 4.5625 -3.5409 0.01 -0.02 0.02

# 5
50
Properties=species:S:1:pos:R:3:forces:R:3 method="wB97M-V/def2-TZVPD" orbital_gap_ev=8.29 smiles="Cc1cc(C)cc(S(=O)(=O)c2c(C(=O)NCCS(N)(=O)=O)[nH]c3ccc(Br)cc23)c1" energy_ha=-4646.805523
C -0.0421 -2.6009 -4.3675 2.29 -0.74 -0.62
C -0.5772 -1.6063 -3.4164 1.00 -0.22 2.35
C -1.7687 -1.9268 -2.7854 0.40 1.77 -0.72
C -2.3128 -0.9761 -1.9111 -0.23 -0.92 1.14
C -3.7838 -1.0509 -1.5750 0.53 -1.48 1.45
C -1.4753 -0.0510 -1.2847 1.89 0.44 -0.53
C -0.1280 0.1619 -1.7158 -1.58 -0.70 -1.43
S 0.9313 1.5862 -1.1302 -0.73 -0.64 -1.44
O 0.0994 2.7302 -0.6990 1.18 -2.20 0.56
O 1.7840 1.8927 -2.2798 -0.19 -0.77 1.79
C 1.8320 0.6065 0.2075 -0.34 1.78 1.31
C 1.7004 0.5741 1.6298 -0.48 -0.90 -1.76
C 0.8336 1.3041 2.6168 0.32 1.59 1.14
O 0.8896 1.0160 3.8077 0.05 -0.56 -0.34
N 0.1704 2.4334 2.2267 0.74 -1.52 1.44
C -0.5209 3.3964 3.0765 -0.03 -0.30 -1.84
C -1.8546 2.8340 3.6705 2.61 -0.79 0.63
S -2.6573 1.6944 2.5509 -1.07 -1.63 -1.33
N -4.1250 1.4273 3.2742 1.05 0.27 1.26
O -2.9393 2.2325 1.2444 0.26 1.19 0.60
O -2.0457 0.3923 2.5085 0.98 0.32 0.85
N 2.4555 -0.4981 2.1049 -0.55 1.65 -0.13
C 3.1440 -1.0551 1.0311 -1.22 0.53 2.45
C 3.8804 -2.1865 1.0446 2.16 -1.62 -3.03
C 4.3262 -2.6534 -0.2194 2.15 -0.82 0.92
C 4.1232 -2.0137 -1.4527 -2.07 1.80 2.27
Br 4.8892 -2.6832 -3.0189 -0.09 0.05 -0.16
C 3.2987 -0.8600 -1.3943 0.44 -0.62 -1.50
C 2.8236 -0.3750 -0.1125 -0.50 -0.23 -3.83
C 0.2318 -0.6096 -2.8451 1.77 1.69 -0.98
H 0.7106 -3.3433 -3.8538 -1.45 1.37 -0.95
H 0.4871 -2.1612 -5.2580 -0.44 -0.31 0.91
H -0.8974 -3.1342 -4.7280 -0.18 -0.74 -0.47
H -2.2281 -2.8304 -3.1468 -0.85 0.04 0.20
H -4.1721 -2.1275 -1.6183 0.40 1.65 0.04
H -3.9963 -0.5810 -0.6071 0.18 -0.52 0.16
H -4.3065 -0.4096 -2.2194 -0.92 0.51 -1.43
H -1.7393 0.5543 -0.4526 -1.04 0.42 0.49
H 0.1328 2.6567 1.2864 0.00 0.29 -2.32
H -0.6336 4.1850 2.2703 -0.59 -0.27 1.63
H 0.1360 3.7441 3.8763 -0.20 0.01 -0.01
H -1.5222 2.2613 4.6000 -0.88 0.43 -1.25
H -2.4602 3.6602 3.9423 -1.04 0.47 0.15
H -4.8065 1.4826 2.5676 -1.15 0.20 -0.96
H -4.0832 0.4893 3.6544 -0.16 0.01 0.12
H 2.5017 -0.6877 3.1211 0.03 0.07 -1.15
H 4.3544 -2.6321 1.8809 -0.25 -0.40 0.92
H 5.1213 -3.4511 -0.2415 -1.21 0.57 0.27
H 3.0451 -0.4666 -2.4356 0.16 0.16 2.06
H 1.1738 -0.3443 -3.4246 -1.16 -0.41 1.02